# C4H6O2

One molecule with the formula C4H6O2 (the ωB97M-V functional and the def2-TZVPD basis, OMol25).

Cartesian coordinates (Å):
O -1.100 1.842 -0.741
C -0.347 1.551 0.156
C 0.463 0.273 0.168
C -0.220 -0.931 0.866
O -0.447 -1.588 -0.379
C 0.275 -0.575 -1.098
H -0.241 2.239 1.017
H 1.489 0.473 0.493
H 0.441 -1.511 1.522
H -1.154 -0.719 1.400
H -0.352 -0.087 -1.849
H 1.192 -0.968 -1.553

Summary:
* maximum force: 0.4 eV/Å
* molar mass: 86.09 g/mol
* relative energy (zero: lowest compared OMol25 entry of this formula, charge and spin): 46.1 kcal/mol
* DFT total energy: -8338.462 eV
* HOMO: -9.94 eV

For each atom in turn, the Mulliken charge in e is:
1 O -0.462
2 C -0.167
3 C 0.155
4 C -0.459
5 O -0.383
6 C -0.445
7 H 0.355
8 H 0.379
9 H 0.241
10 H 0.284
11 H 0.266
12 H 0.237